No. 1
96
Properties=species:S:1:pos:R:3 method="wB97M-V/def2-TZVPD" relative_energy_kj_mol=106.68 homo_energy_ev=-9.72 smiles=CC(C)O.CC(C)O.CC(C)O.CC(C)O.CC(C)O.CC(C)O.CC(C)O.CC(C)O homo_lumo_gap_ev=10.155
C 6.56 11.91 5.64
C 8.09 11.81 5.40
C 8.58 10.37 5.32
O 8.43 12.48 4.20
H 6.19 11.07 6.23
H 6.02 11.96 4.69
H 6.35 12.84 6.17
H 8.57 12.33 6.23
H 9.64 10.35 5.06
H 8.07 9.81 4.52
H 8.52 9.77 6.23
H 7.77 12.26 3.53
C 4.30 3.65 8.11
C 2.86 3.17 7.98
C 2.41 2.26 9.11
O 2.03 4.34 7.96
H 5.03 2.83 8.13
H 4.42 4.26 9.01
H 4.59 4.28 7.27
H 2.71 2.67 7.02
H 2.74 1.24 8.91
H 1.32 2.24 9.21
H 2.83 2.57 10.07
H 2.05 4.79 8.81
C 6.90 0.84 6.83
C 8.40 0.83 6.58
C 8.74 0.73 5.10
O 8.94 2.10 6.99
H 6.45 1.73 6.38
H 6.73 0.83 7.91
H 6.39 -0.06 6.46
H 8.87 -0.01 7.09
H 8.34 1.59 4.56
H 8.28 -0.14 4.63
H 9.82 0.76 4.97
H 8.91 2.13 7.96
C 13.08 5.46 3.33
C 11.87 4.59 3.59
C 12.06 3.11 3.40
O 11.38 4.88 4.90
H 12.91 6.51 3.52
H 13.45 5.29 2.32
H 13.92 5.13 3.97
H 11.15 4.98 2.85
H 11.12 2.60 3.64
H 12.87 2.72 4.01
H 12.24 2.86 2.35
H 10.48 4.51 4.99
C 10.37 8.17 1.61
C 10.26 8.81 0.23
C 11.10 10.08 0.18
O 10.69 7.85 -0.72
H 11.41 8.05 1.90
H 9.86 7.20 1.60
H 9.88 8.76 2.38
H 9.23 9.12 -0.02
H 11.02 10.53 -0.82
H 12.16 9.88 0.36
H 10.76 10.86 0.86
H 10.57 8.22 -1.60
C 7.34 5.65 6.34
C 7.73 5.33 4.90
C 8.48 6.47 4.24
O 8.57 4.17 4.87
H 6.95 6.67 6.38
H 8.24 5.67 6.96
H 6.64 4.91 6.73
H 6.81 5.08 4.34
H 7.86 7.33 3.99
H 8.88 6.15 3.27
H 9.40 6.75 4.75
H 8.39 3.63 5.65
C 10.12 7.33 8.57
C 11.18 6.75 7.67
C 11.67 7.81 6.71
O 12.29 6.27 8.44
H 9.25 7.62 7.98
H 10.49 8.27 9.00
H 9.86 6.66 9.39
H 10.77 5.89 7.13
H 10.89 8.23 6.06
H 12.40 7.41 5.99
H 12.16 8.65 7.22
H 12.88 5.85 7.81
C 2.67 9.03 2.71
C 3.99 9.80 2.83
C 4.97 9.15 3.80
O 4.58 9.86 1.53
H 2.04 9.05 3.61
H 2.92 7.97 2.63
H 2.08 9.30 1.84
H 3.75 10.82 3.13
H 5.38 8.19 3.47
H 4.54 8.94 4.78
H 5.83 9.81 3.87
H 4.57 8.97 1.17


No. 2
96
Properties=species:S:1:pos:R:3 method="wB97M-V/def2-TZVPD" relative_energy_kj_mol=192.02 homo_energy_ev=-9.64 smiles=CC(C)O.CC(C)O.CC(C)O.CC(C)O.CC(C)O.CC(C)O.CC(C)O.CC(C)O homo_lumo_gap_ev=10.071
C 6.90 12.17 11.49
C 6.77 12.26 9.92
C 7.05 13.68 9.48
O 7.63 11.34 9.21
H 7.76 12.72 11.81
H 6.85 11.13 11.87
H 6.02 12.72 11.87
H 5.73 11.99 9.78
H 7.04 13.78 8.38
H 8.02 13.95 9.78
H 6.45 14.48 9.96
H 6.97 10.70 8.86
C 9.13 7.86 12.43
C 8.31 6.67 12.86
C 6.99 6.69 12.09
O 8.98 5.38 12.87
H 9.98 7.97 13.09
H 8.58 8.82 12.38
H 9.66 7.64 11.43
H 8.19 6.73 13.90
H 6.55 7.61 12.40
H 6.30 5.90 12.34
H 7.15 6.68 11.04
H 9.60 5.34 12.13
C 10.39 13.39 13.11
C 11.84 13.84 12.79
C 13.00 13.22 13.62
O 12.17 13.51 11.49
H 10.27 12.31 13.02
H 9.72 13.96 12.48
H 10.11 13.68 14.17
H 11.99 14.95 12.94
H 13.89 13.56 13.08
H 12.94 12.12 13.56
H 13.09 13.72 14.62
H 11.82 12.61 11.38
C 13.68 16.80 7.83
C 12.59 15.79 8.30
C 12.54 14.53 7.48
O 13.00 15.50 9.65
H 13.50 17.24 6.82
H 14.63 16.34 7.68
H 13.77 17.62 8.51
H 11.60 16.30 8.20
H 13.46 13.94 7.50
H 12.35 14.67 6.43
H 11.74 13.81 7.78
H 12.38 14.83 10.10
C 15.33 7.64 10.07
C 15.73 9.03 9.56
C 17.21 9.32 9.65
O 15.27 9.12 8.19
H 14.30 7.34 9.86
H 15.39 7.63 11.08
H 15.93 6.83 9.64
H 15.20 9.77 10.21
H 17.57 10.26 9.34
H 17.75 8.57 9.07
H 17.52 9.27 10.69
H 15.50 10.02 7.86
C 16.87 12.55 10.81
C 15.76 13.60 10.80
C 16.11 14.93 11.47
O 15.42 13.93 9.40
H 16.72 11.81 10.02
H 16.94 12.07 11.80
H 17.89 13.01 10.63
H 14.81 13.12 11.14
H 16.81 15.48 10.77
H 16.55 14.74 12.43
H 15.20 15.57 11.47
H 14.63 14.54 9.56
C 17.00 11.22 5.77
C 16.64 12.26 6.79
C 16.57 13.65 6.18
O 15.41 11.95 7.45
H 17.77 11.55 5.10
H 16.14 10.98 5.14
H 17.26 10.24 6.19
H 17.45 12.31 7.58
H 17.56 13.85 5.86
H 16.32 14.40 6.92
H 15.90 13.78 5.28
H 15.37 12.61 8.22
C 12.41 10.72 9.45
C 11.43 10.09 10.41
C 12.18 9.36 11.52
O 10.58 11.06 11.05
H 11.89 11.29 8.66
H 13.14 9.97 8.93
H 13.04 11.49 9.96
H 10.85 9.40 9.80
H 12.62 8.49 10.97
H 11.50 8.94 12.25
H 12.94 9.97 12.01
H 9.94 11.40 10.48


Taking the records one at a time from the top gives DFT total energy values of -42305.4528 -42304.5684 eV.